1.
{
  "formula": "C17H20Br2Cl3GeMoO2S2",
  "method": "wB97M-V/def2-TZVPD",
  "elements": ["Mo", "O", "S", "C", "C", "C", "C", "S", "O", "C", "C", "C", "C", "C", "C", "C", "C", "C", "C", "C", "C", "H", "H", "H", "H", "H", "H", "H", "H", "H", "H", "H", "H", "H", "H", "H", "H", "H", "H", "Br", "C", "Br", "H", "H", "Cl", "Ge", "Cl", "Cl"],
  "xyz": [[1.415, -1.175, -0.409], [1.504, 0.880, 0.310], [1.153, 2.041, 1.263], [-0.363, 2.825, 0.572], [-0.941, 2.114, -0.653], [-2.062, 1.134, -0.285], [-2.505, 0.279, -1.475], [-1.774, -1.394, -1.596], [-0.436, -1.133, -0.647], [-2.837, -2.427, -0.729], [-3.154, -3.610, -1.415], [-4.119, -4.450, -0.881], [-4.740, -4.113, 0.314], [-4.417, -2.932, 0.991], [-3.474, -2.072, 0.472], [2.376, 3.304, 0.919], [2.948, 3.935, 1.991], [3.908, 5.002, 1.769], [4.276, 5.386, 0.471], [3.712, 4.735, -0.598], [2.752, 3.693, -0.385], [-0.103, 3.864, 0.374], [-1.059, 2.822, 1.412], [-0.151, 1.608, -1.213], [-1.341, 2.883, -1.316], [-2.933, 1.700, 0.051], [-1.763, 0.508, 0.557], [-2.248, 0.744, -2.429], [-3.578, 0.086, -1.486], [-2.690, -3.843, -2.364], [-4.395, -5.353, -1.408], [-5.501, -4.767, 0.721], [-4.924, -2.682, 1.913], [-3.247, -1.145, 0.981], [2.691, 3.666, 3.010], [4.344, 5.498, 2.629], [4.996, 6.181, 0.322], [3.979, 5.000, -1.613], [2.318, 3.205, -1.251], [1.601, -4.959, 1.001], [2.974, -3.904, 1.804], [2.564, -1.949, 1.763], [3.914, -4.028, 1.274], [3.029, -4.127, 2.866], [2.520, -0.593, -2.214], [1.763, -3.591, -1.272], [0.313, -4.668, -2.334], [3.708, -4.175, -1.777]],
  "spin_multiplicity": 4,
  "lumo_ev": [-13.59, -15.45],
  "energy_ev": -279700.4476,
  "e_above_lowest_ev": 0.7515,
  "total_charge": 4,
  "homo_lumo_gap_ev": [6.248, 4.386]
}

2.
{
  "formula": "C17H20BrFN6O2",
  "method": "wB97M-V/def2-TZVPD",
  "elements": ["O", "C", "N", "C", "C", "C", "F", "C", "N", "C", "C", "C", "C", "C", "C", "C", "C", "N", "N", "C", "N", "C", "N", "C", "O", "C", "Br", "H", "H", "H", "H", "H", "H", "H", "H", "H", "H", "H", "H", "H", "H", "H", "H", "H", "H", "H", "H"],
  "xyz": [[-2.203, 1.345, 1.021], [-1.355, 2.214, 1.043], [-0.857, 2.762, 2.173], [-1.082, 2.129, 3.465], [-0.486, 0.720, 3.497], [1.010, 0.690, 3.285], [1.629, 1.147, 4.457], [1.567, -0.699, 2.992], [1.360, -1.070, 1.608], [0.266, -1.584, 1.008], [0.595, -1.646, -0.318], [-0.211, -2.151, -1.457], [-0.011, -3.614, -1.733], [-0.294, -4.229, -3.070], [1.126, -4.063, -2.601], [-1.577, -1.543, -1.646], [-0.456, -1.189, -2.582], [1.863, -1.170, -0.452], [2.313, -0.815, 0.706], [-0.620, 2.612, -0.216], [0.364, 1.762, -0.514], [1.039, 2.008, -1.621], [0.821, 3.019, -2.461], [-0.156, 3.852, -2.157], [-0.396, 4.873, -2.980], [-0.934, 3.694, -1.005], [-2.321, 4.883, -0.576], [-0.114, 3.433, 2.082], [-0.628, 2.762, 4.227], [-2.153, 2.081, 3.657], [-0.706, 0.245, 4.456], [-0.972, 0.133, 2.715], [1.320, 1.354, 2.475], [2.642, -0.695, 3.162], [1.108, -1.448, 3.638], [-0.625, -1.859, 1.546], [-0.230, -4.244, -0.877], [-0.714, -5.225, -3.079], [-0.638, -3.596, -3.876], [1.714, -3.282, -3.062], [1.680, -4.946, -2.314], [-2.349, -2.200, -2.023], [-1.901, -0.786, -0.944], [-0.016, -0.208, -2.480], [-0.488, -1.570, -3.593], [1.834, 1.314, -1.871], [0.239, 4.800, -3.708]],
  "lumo_ev": 0.46,
  "energy_ev": -103747.9116,
  "e_above_lowest_ev": 0.3222,
  "homo_lumo_gap_ev": 9.668
}

3.
{
  "formula": "C17H20Cl4O3Re",
  "method": "wB97M-V/def2-TZVPD",
  "elements": ["C", "C", "C", "C", "C", "C", "C", "C", "C", "C", "Re", "Cl", "Cl", "Cl", "H", "H", "H", "H", "H", "H", "H", "H", "H", "H", "H", "H", "H", "H", "H", "O", "H", "Cl", "C", "C", "C", "C", "C", "C", "C", "O", "O", "H", "H", "H", "H"],
  "xyz": [[2.712, -0.081, 0.363], [2.339, 0.239, 1.714], [1.649, 1.497, 1.697], [2.892, -0.410, 2.938], [1.524, 1.915, 0.323], [2.181, 0.940, -0.501], [2.478, 1.118, -1.953], [3.723, -1.129, 0.016], [1.417, 2.323, 2.923], [1.054, 3.251, -0.142], [0.560, 0.016, 0.569], [-0.109, -1.768, 2.172], [0.886, -1.845, -0.922], [-1.191, 1.383, 1.766], [3.041, -1.480, 2.789], [2.220, -0.285, 3.788], [3.862, 0.040, 3.198], [0.986, 1.713, 3.723], [0.726, 3.141, 2.720], [2.358, 2.747, 3.307], [0.182, 3.560, 0.438], [0.780, 3.198, -1.196], [1.832, 4.021, -0.037], [1.690, 1.717, -2.413], [2.516, 0.157, -2.472], [3.429, 1.646, -2.119], [3.517, -2.060, 0.556], [4.743, -0.814, 0.293], [3.709, -1.348, -1.053], [1.081, -1.381, -4.206], [0.561, -1.238, -5.043], [-7.255, -3.435, -1.122], [-5.806, -2.509, -1.029], [-5.781, -1.219, -1.577], [-4.607, -0.474, -1.496], [-3.464, -0.986, -0.882], [-3.498, -2.289, -0.326], [-4.669, -3.058, -0.407], [-2.231, -0.102, -0.890], [-2.175, 0.925, -1.575], [-1.328, -0.589, -0.107], [-6.659, -0.806, -2.058], [-4.575, 0.517, -1.932], [-2.602, -2.691, 0.157], [-4.700, -4.068, 0.007]],
  "spin_multiplicity": 4,
  "lumo_ev": [4.23, 4.23],
  "energy_ev": -76316.7518,
  "e_above_lowest_ev": 0.5578,
  "total_charge": -2,
  "homo_lumo_gap_ev": [4.187, 4.153]
}